No. 1
Entry from OMol25: a cluster of 2 separate species, C12H12BrF6O4P2S in total (ωB97M-V/def2-TZVPD).

## Properties
Largest force on an atom   7.07 eV/Å
HOMO   -7.163 eV
Net charge   -1

Each line ends with the Löwdin charge.
Geometry (Å):
C (-0.764, 2.691, 2.885)  -0.0885
H (-2.479, 3.989, 5.855)  -0.0145
C (1.032, 0.531, -2.970)  -0.0787
H (1.211, -1.330, 1.124)  0.1313
H (-3.753, 2.040, 5.526)  -0.0062
O (1.509, -0.645, -0.835)  -0.2035
H (0.132, -1.502, -2.279)  0.1284
F (3.044, -3.557, -6.112)  -0.1793
H (2.507, 4.248, 4.638)  0.0718
C (-1.568, 1.323, 0.645)  -0.1484
C (-0.631, 2.514, 1.262)  -0.1512
P (-2.445, 2.652, 5.333)  0.3704
P (2.586, -4.234, -4.742)  0.1271
Br (-4.213, -0.205, 0.655)  0.7030
C (0.536, 3.008, 3.796)  -0.0752
H (-0.035, 0.948, -2.837)  0.0626
H (-1.020, -0.826, 1.424)  0.1314
C (-2.897, 1.188, 1.232)  -0.4281
F (2.083, -2.734, -4.650)  -0.1850
C (0.689, -1.407, 0.084)  -0.1840
F (2.335, -5.571, -5.575)  -0.1829
H (1.760, 1.224, -2.378)  0.0848
F (1.096, -4.675, -4.377)  -0.1836
C (-0.818, -0.844, 0.286)  -0.1772
F (4.095, -4.720, -4.562)  -0.1817
O (0.112, 3.267, 0.553)  0.0847
H (1.919, -1.620, -2.778)  0.1185
H (0.622, -2.525, -0.190)  0.1367
C (-2.085, 2.540, 3.477)  -0.2628
C (1.140, -0.932, -2.227)  -0.2191
C (1.646, 3.563, 4.267)  0.1038
H (1.333, 0.401, -4.073)  0.0747
O (-4.432, 2.814, 2.490)  0.0183
O (-1.087, 0.432, -0.390)  -0.0970
H (-1.535, -1.647, -0.158)  0.1194
C (-3.295, 2.242, 2.417)  -0.2993
F (2.869, -4.153, -3.172)  -0.1850
S (-1.200, 1.510, 6.358)  0.0640

=====

No. 2
Entry from OMol25: a cluster of 2 separate species, C12H12Cl6O3S in total (ωB97M-V/def2-TZVPD).

## Properties
Largest force on an atom   1.83 eV/Å
HOMO   -5.650 eV

Each line ends with the Löwdin charge.
Geometry (Å):
H (-3.004, -3.136, -0.760)  0.1366
C (0.491, -1.544, -0.488)  -0.7596
C (2.357, -3.453, -1.592)  -0.2296
Cl (-1.213, 4.197, 5.095)  0.6529
O (-1.613, -1.806, -1.566)  0.0006
H (-4.832, -2.270, -2.272)  0.0872
S (2.104, -2.411, -0.137)  1.0974
H (3.065, -0.697, -1.570)  0.0777
Cl (-2.947, 4.528, 2.484)  0.6865
C (3.194, -0.999, -0.525)  -0.2187
C (0.763, 3.943, 1.019)  -0.6766
Cl (-0.142, -0.976, 1.033)  0.7665
H (-3.650, -1.171, -3.027)  0.0882
Cl (1.774, 3.327, 4.838)  0.6174
C (-1.284, 4.200, 2.410)  -0.6641
O (-1.397, 4.103, 0.038)  -0.0901
H (-2.614, -3.421, -2.482)  0.1309
O (-0.480, -3.700, -1.068)  0.0835
H (3.287, -3.997, -1.398)  0.0729
Cl (3.071, 2.966, 2.003)  0.6148
C (-0.511, 4.010, 3.544)  -0.7395
H (4.214, -1.349, -0.342)  0.0724
C (0.859, 3.645, 3.436)  -0.7674
C (1.466, 3.569, 2.155)  -0.7434
H (-4.082, -0.985, -1.314)  0.0910
C (-0.558, -2.486, -1.084)  -0.5643
C (-2.791, -2.650, -1.722)  -0.1982
H (2.952, -0.178, 0.156)  0.0688
H (0.676, -0.709, -1.173)  0.1110
H (2.438, -2.854, -2.504)  0.0809
Cl (1.504, 4.064, -0.502)  0.6610
H (1.509, -4.143, -1.636)  0.0525
C (-0.702, 4.098, 1.062)  -0.5392
C (-3.905, -1.714, -2.111)  -0.0600

=====

No. 3
Entry from OMol25: a structure of composition C12H12F5N4OPbS5Sb (ωB97M-V/def2-TZVPD).

## Properties
Largest force on an atom   0.76 eV/Å
Multiplicity   2
HOMO (spin up / spin down)   -10.707 / -10.715 eV
Net charge   +1

Each line ends with the Löwdin charge.
Geometry (Å):
C (-3.276, 3.942, 0.237)  -0.3192
C (0.940, -1.384, -3.157)  -0.2383
C (1.428, -3.656, -1.692)  -0.1425
F (1.651, -4.755, -0.966)  0.1185
H (0.766, -3.598, 2.219)  0.0982
C (1.832, -3.599, -3.010)  -0.1348
C (2.557, -1.720, 1.948)  -0.3135
H (4.496, -4.521, 3.425)  0.1248
S (-0.273, 0.912, 2.951)  -0.0817
N (3.197, -2.715, 2.474)  0.1354
H (3.242, -5.704, 3.595)  0.1192
F (0.347, -2.707, 0.134)  0.0469
H (-3.348, 5.047, -2.979)  0.1192
H (-1.238, 3.355, -2.450)  0.0993
Sb (0.186, 2.397, 5.574)  0.5576
F (1.963, -2.397, -5.018)  0.1409
N (3.528, -4.775, 3.346)  0.1896
S (-1.052, 2.666, 3.378)  -0.0673
C (-2.926, 4.735, -2.025)  -0.2189
C (0.779, -2.576, -1.135)  -0.2471
O (-0.856, 2.840, 0.102)  -0.7944
C (-2.278, 3.356, -2.127)  -0.3014
S (-2.263, 2.619, -0.468)  0.9015
N (1.393, -4.209, 2.712)  0.2077
S (-0.400, -0.081, -1.137)  0.5307
H (1.067, -5.134, 2.931)  0.1226
H (-3.938, 3.517, 0.990)  0.0907
H (-2.555, 4.611, 0.713)  0.1000
Pb (1.129, 1.252, 0.503)  0.9828
C (-3.991, 4.608, -0.935)  -0.2267
S (2.036, 3.409, 5.059)  -0.1344
H (-2.845, 2.675, -2.764)  0.0981
C (1.581, -2.457, -3.745)  -0.1386
H (-4.814, 3.976, -1.283)  0.1195
F (0.734, -0.305, -3.912)  0.0969
H (-4.413, 5.569, -0.646)  0.1202
H (-2.181, 5.476, -1.729)  0.1206
N (2.143, -0.747, 1.462)  -0.0170
F (2.448, -4.634, -3.567)  0.1465
C (0.521, -1.409, -1.830)  -0.5310
C (2.685, -3.880, 2.821)  -0.4805

=====

What ΔE to the lowest compared entry with this formula, charge and spin values result from the calculations? In sequence: 140.4, 0.0, 14.0 kcal per mole.
What calculated total energy values result from the calculations? In sequence: -5019.36242, -3849.41196, -3681.91300 Ha.